No. 1
# ClMg

A structure of composition ClMg (wB97M-V/def2-TZVPD, the Open Molecules 2025 dataset).

XYZ file:
```
2
Properties=species:S:1:pos:R:3:forces:R:3:lowdin_charge:R:1
Mg -11.8041 -26.7098 30.9826 0.297 0.760 -0.015 1.060
Cl -11.0186 -24.6927 30.9420 -0.297 -0.760 0.015 -0.060
```
Forces are in eV/Å.

Output
Spin multiplicity ... 1
Gap between HOMO and LUMO ... 7.875 eV
Net charge ... +1
Energy relative to the best compared isomer or geometry (same formula, charge and spin) ... 0.4 kcal/mol

No. 2
# ClN5O15Pt

A structure of composition ClN5O15Pt (wB97M-V/def2-TZVPD, the Open Molecules 2025 dataset).

XYZ file:
```
22
Properties=species:S:1:pos:R:3:forces:R:3:lowdin_charge:R:1
Pt 12.3065 -22.2883 -20.5328 -0.231 -0.334 -0.611 1.071
N 11.7301 -20.0605 -17.9553 0.555 2.081 0.304 -0.585
O 10.6283 -19.5992 -17.5796 -0.347 -0.678 -0.094 -0.097
O 11.8424 -20.5312 -19.1099 -0.360 -0.474 -0.399 -0.169
O 12.7370 -19.8091 -17.2673 -0.104 -0.810 -0.112 -0.058
N 15.5303 -22.5136 -19.1276 0.417 -2.493 0.447 -0.605
O 16.2569 -23.2815 -19.7958 -0.214 0.757 -0.609 -0.071
O 15.9064 -22.2307 -17.9766 -0.070 1.022 0.329 -0.087
O 14.3935 -22.1871 -19.5150 -0.202 0.916 -0.081 -0.142
N 13.0533 -19.7573 -22.8450 0.068 -0.947 1.285 -0.616
O 13.1545 -18.8960 -21.9686 -0.080 0.768 -0.390 -0.051
O 13.0912 -20.9737 -22.4827 -0.263 -0.322 -0.419 -0.152
O 12.9432 -19.4892 -24.0537 0.060 0.254 -0.174 -0.092
N 13.8726 -25.1333 -22.6264 0.546 -0.304 -0.687 -0.629
O 15.0242 -25.5332 -22.3658 0.231 0.110 0.546 -0.097
O 13.3144 -24.2626 -21.9482 -0.153 -0.077 0.050 -0.107
O 13.3182 -25.6364 -23.6379 -0.694 0.150 -0.066 -0.132
N 11.3078 -24.4904 -17.7881 -2.188 -0.764 -0.137 -0.612
O 10.5961 -24.1113 -16.8343 0.341 0.635 0.589 -0.100
O 11.3818 -25.7310 -17.9616 1.047 0.220 -0.485 -0.100
O 11.7544 -23.6545 -18.5871 0.696 -0.113 0.067 -0.128
Cl 10.0033 -22.7860 -21.7637 0.944 0.402 0.646 -0.439
```
Forces are in eV/Å.

Output
Spin multiplicity ... 3
Gap between HOMO and LUMO (alpha / beta) ... 7.140 / 7.120 eV
Net charge ... -4
⟨S²⟩ ... 2.0028

No. 3
# ClNO3Zr2

A structure of composition ClNO3Zr2 (wB97M-V/def2-TZVPD, the Open Molecules 2025 dataset).

XYZ file:
```
7
Properties=species:S:1:pos:R:3:forces:R:3:lowdin_charge:R:1
Zr -3.3641 -1.1469 0.5297 -5.879 -1.253 2.689 2.579
Zr -0.1364 -0.2776 -2.0172 1.026 -0.456 -10.399 2.501
Cl -1.2963 -0.9893 -0.1247 -2.649 -3.158 2.292 0.583
N 1.1116 0.5834 0.4830 10.869 5.544 8.268 -0.304
O 0.4400 0.1909 -0.4787 1.079 0.674 -1.885 -0.424
O 1.4230 1.8113 0.4299 -1.568 -2.277 0.481 0.538
O 1.8222 -0.1719 1.1780 -2.878 0.926 -1.445 0.528
```
Forces are in eV/Å.

Output
Spin multiplicity ... 1
Gap between HOMO and LUMO ... 3.387 eV
Net charge ... +6
Energy relative to the best compared isomer or geometry (same formula, charge and spin) ... 118.7 kcal/mol

No. 4
# ClNO3Zr2

A structure of composition ClNO3Zr2 (wB97M-V/def2-TZVPD, the Open Molecules 2025 dataset).

XYZ file:
```
7
Properties=species:S:1:pos:R:3:forces:R:3:lowdin_charge:R:1
Zr 0.3871 -0.5585 1.1360 2.883 0.141 -0.472 2.032
Zr -3.6861 -0.6737 1.7147 -1.065 -1.679 -0.552 2.685
Cl -1.0992 2.4218 0.3782 1.607 0.030 -1.033 0.760
N -1.0443 -1.5519 0.4444 -2.225 1.441 1.480 -0.191
O 2.9524 -0.2456 -1.9223 -4.806 -1.568 2.197 0.763
O 1.1412 1.2122 -0.6310 -1.344 -3.514 0.617 -0.029
O 1.3488 -0.6043 -1.1200 4.951 5.149 -2.236 -0.020
```
Forces are in eV/Å.

Output
Spin multiplicity ... 1
Gap between HOMO and LUMO ... 5.375 eV
Net charge ... +6
Energy relative to the best compared isomer or geometry (same formula, charge and spin) ... 363.7 kcal/mol

No. 5
# ClNO4S

A cluster of 2 separate species, ClNO4S in total (wB97M-V/def2-TZVPD, the Open Molecules 2025 dataset).

XYZ file:
```
7
Properties=species:S:1:pos:R:3:forces:R:3:lowdin_charge:R:1
N 2.0452 -0.8667 0.9594 -2.109 -1.520 1.210 -0.194
O 0.9038 -0.8081 0.6305 1.748 0.743 -0.369 0.067
O 3.0760 -0.5868 0.3838 0.490 1.525 -1.567 -0.261
O -2.3250 1.5634 0.0767 0.672 -0.897 0.187 -0.437
O -4.0009 0.0171 -0.6380 0.392 -0.874 0.081 -0.437
S -2.6620 0.1777 -0.1415 -1.039 1.768 -0.265 0.877
Cl 2.9629 0.5034 -1.2709 -0.154 -0.745 0.724 0.385
```
Forces are in eV/Å.

Output
Spin multiplicity ... 1
Gap between HOMO and LUMO (alpha / beta) ... 8.525 / 8.523 eV
Energy relative to the best compared isomer or geometry (same formula, charge and spin) ... 34.9 kcal/mol

No. 6
# ClNO7Rb

A structure of composition ClNO7Rb (wB97M-V/def2-TZVPD, the Open Molecules 2025 dataset).

XYZ file:
```
10
Properties=species:S:1:pos:R:3:forces:R:3:lowdin_charge:R:1
Rb 1.9148 0.0091 1.5412 -0.704 -0.025 -0.502 1.007
Cl 0.5541 1.6320 -2.0434 -0.610 -2.079 0.508 0.654
O 0.0823 0.2656 -2.0758 0.186 -0.099 -1.068 -0.382
O 1.6229 1.8665 -3.0067 -1.040 0.324 0.420 -0.375
O -0.6137 2.4818 -2.2366 1.618 0.301 0.210 -0.361
O 1.1354 1.7186 -0.6961 0.180 1.474 0.284 -0.537
N -1.1312 -2.0036 2.1124 -4.166 -0.828 0.770 -0.637
O -1.2537 -2.2007 0.8983 1.819 0.433 -0.109 -0.036
O -2.1223 -2.3565 2.8295 1.299 0.205 0.005 -0.091
O -0.1886 -1.4129 2.6772 1.417 0.294 -0.519 -0.241
```
Forces are in eV/Å.

Output
Spin multiplicity ... 1
Gap between HOMO and LUMO ... 6.680 eV
Net charge ... -1
Energy relative to the best compared isomer or geometry (same formula, charge and spin) ... 5.4 kcal/mol

Number 1: maximum force 0.82 eV/Å, E -17960.078 eV. Number 2: maximum force 2.57 eV/Å, E -53906.642 eV. Number 3: maximum force 14.74 eV/Å, E -22588.170 eV. Number 4: maximum force 7.48 eV/Å, E -22577.546 eV. Number 5: maximum force 2.87 eV/Å, E -33032.235 eV. Number 6: maximum force 4.32 eV/Å, E -28992.315 eV.